A:
{"formula": "C60H97N11O16", "method": "wB97M-V/def2-TZVPD", "elements": ["O", "N", "O", "C", "C", "C", "C", "C", "C", "H", "H", "H", "H", "H", "O", "N", "O", "C", "C", "C", "C", "C", "C", "H", "H", "H", "H", "H", "O", "N", "O", "C", "C", "C", "C", "C", "C", "H", "H", "H", "H", "H", "O", "N", "O", "C", "C", "C", "C", "C", "C", "H", "H", "H", "H", "H", "O", "N", "O", "C", "C", "C", "C", "C", "C", "H", "H", "H", "H", "H", "C", "O", "C", "C", "C", "N", "H", "H", "H", "H", "H", "H", "H", "H", "H", "H", "H", "C", "O", "C", "C", "C", "N", "H", "H", "H", "H", "H", "H", "H", "H", "H", "H", "H", "C", "O", "C", "C", "C", "N", "H", "H", "H", "H", "H", "H", "H", "H", "H", "H", "H", "C", "O", "C", "C", "C", "N", "H", "H", "H", "H", "H", "H", "H", "H", "H", "H", "H", "C", "O", "C", "C", "C", "N", "H", "H", "H", "H", "H", "H", "H", "H", "H", "H", "H", "C", "O", "C", "C", "C", "N", "H", "H", "H", "H", "H", "H", "H", "H", "H", "H", "H", "C", "C", "C", "C", "C", "C", "H", "H", "H", "H", "H", "H"], "coordinates": [[-4.1362, -1.6203, 0.2155], [-4.0192, -1.2672, 1.3762], [-3.5383, -0.2117, 1.7211], [-4.4618, -2.2044, 2.4123], [-4.7830, -3.5230, 2.0832], [-5.0374, -4.4278, 3.0981], [-5.0763, -3.9667, 4.4181], [-4.7730, -2.6684, 4.7397], [-4.5031, -1.7605, 3.7257], [-4.7764, -3.8007, 1.0380], [-5.2930, -5.4404, 2.8229], [-5.3496, -4.6802, 5.1867], [-4.8313, -2.3403, 5.7683], [-4.2142, -0.7441, 3.9459], [-8.6124, 0.1070, -3.1178], [-8.7862, 1.1019, -2.4495], [-9.8296, 1.7126, -2.4005], [-7.6718, 1.5895, -1.6444], [-7.8346, 2.6964, -0.8399], [-6.8225, 3.1964, -0.0302], [-5.6006, 2.4981, 0.0020], [-5.4898, 1.3237, -0.7674], [-6.5236, 0.8342, -1.5422], [-8.7831, 3.2164, -0.8810], [-6.9105, 4.0876, 0.5751], [-4.7432, 2.8925, 0.5244], [-4.5574, 0.7796, -0.6756], [-6.4065, -0.1265, -2.0217], [-1.7676, -1.1413, -3.3165], [-1.3201, -2.1387, -3.8400], [-1.2076, -2.2801, -5.0372], [-0.8034, -3.1586, -2.9588], [0.0910, -4.0975, -3.4462], [0.6190, -5.0491, -2.5960], [0.2608, -5.1017, -1.2615], [-0.5970, -4.1101, -0.7627], [-1.1477, -3.1873, -1.6180], [0.3743, -4.0275, -4.4887], [1.2866, -5.7970, -3.0047], [0.7013, -5.8434, -0.6097], [-0.8845, -4.1950, 0.2777], [-1.9424, -2.5366, -1.2667], [1.9520, 4.5964, -4.2378], [2.8310, 4.8732, -3.4402], [3.9852, 5.0813, -3.7740], [2.5138, 4.9307, -2.0253], [3.5424, 4.8537, -1.0780], [3.2481, 4.8471, 0.2745], [1.9112, 4.8803, 0.6968], [0.9277, 4.9830, -0.2531], [1.2123, 5.0786, -1.6227], [4.5647, 4.8658, -1.4290], [4.1073, 4.8780, 0.9298], [1.6256, 4.7331, 1.7295], [-0.1065, 4.8891, 0.0553], [0.3815, 5.1915, -2.3057], [-2.1162, 8.4081, -4.0825], [-1.7743, 7.2647, -3.8719], [-0.6110, 6.9047, -3.8588], [-2.7927, 6.2587, -3.6272], [-4.1303, 6.6257, -3.4824], [-5.1045, 5.6453, -3.4730], [-4.7045, 4.3067, -3.3595], [-3.3692, 3.9580, -3.4267], [-2.3912, 4.9250, -3.6328], [-4.4153, 7.6675, -3.4441], [-6.1230, 5.9394, -3.2585], [-5.4719, 3.5515, -3.2380], [-3.1142, 2.9173, -3.2902], [-1.3722, 4.5691, -3.6355], [4.8465, -2.4035, 7.5141], [3.9100, -2.4771, 6.4758], [4.1743, -3.5305, 5.5939], [2.9738, -3.7067, 4.6401], [3.2356, -4.8211, 3.6232], [2.7008, -2.4800, 3.9212], [5.8660, -2.2616, 7.1359], [4.8659, -3.3094, 8.1327], [4.6169, -1.5850, 8.1941], [5.0576, -3.3204, 4.9811], [4.2645, -4.5094, 6.0860], [2.0797, -3.9675, 5.2148], [3.3220, -5.7885, 4.1235], [4.2135, -4.6290, 3.1700], [2.4885, -4.8826, 2.8369], [2.4802, -1.7492, 4.5877], [3.4021, -2.1462, 3.2723], [6.9211, -1.5602, -5.2247], [5.9968, -1.3758, -4.1954], [5.1961, -2.5011, -3.9280], [4.4816, -2.4944, -2.5547], [3.7863, -3.7928, -2.2346], [3.5878, -1.3575, -2.4548], [7.6676, -0.7719, -5.2134], [6.4908, -1.7646, -6.2105], [7.5219, -2.4719, -5.0611], [4.4528, -2.5475, -4.7309], [5.8038, -3.4166, -3.8918], [5.2733, -2.3765, -1.8058], [4.4575, -4.6501, -2.2877], [2.9848, -3.9659, -2.9571], [3.3275, -3.6838, -1.2521], [2.8425, -1.3439, -3.1366], [4.0884, -0.4852, -2.5561], [2.9003, -2.0075, -7.4243], [2.5434, -0.7315, -6.9812], [2.7241, -0.4737, -5.6051], [1.9856, 0.8383, -5.2651], [2.4314, 1.9455, -6.2412], [2.3701, 1.1990, -3.8716], [3.9163, -2.2714, -7.0912], [2.9009, -1.9803, -8.5102], [2.2841, -2.8251, -7.0294], [2.2064, -1.2944, -5.0867], [3.7647, -0.4729, -5.2672], [0.9068, 0.7036, -5.3322], [1.6834, 2.7378, -6.1978], [2.4791, 1.5376, -7.2493], [3.3947, 2.3708, -5.9574], [1.8969, 2.0904, -3.7040], [3.3317, 1.5227, -3.9918], [-1.8250, 4.6294, 2.3476], [-2.9335, 4.5860, 3.2098], [-3.4932, 3.2861, 3.2423], [-4.7726, 3.3180, 4.0979], [-5.3305, 1.9174, 4.2951], [-5.7708, 4.1572, 3.4110], [-1.5366, 5.6590, 2.1582], [-2.0596, 4.0284, 1.4619], [-0.9612, 4.0829, 2.7589], [-3.7023, 2.8297, 2.2698], [-2.7234, 2.6673, 3.7266], [-4.5227, 3.8401, 5.0248], [-6.0994, 1.9121, 5.0716], [-4.5834, 1.2828, 4.7910], [-5.6771, 1.4139, 3.3949], [-5.0793, 4.8214, 3.0487], [-6.1382, 3.6589, 2.6067], [-1.3573, 0.6044, 4.9648], [-1.7473, -0.6789, 4.5169], [-0.6238, -1.4737, 4.1929], [-1.0402, -2.8439, 3.6364], [-1.2117, -3.8619, 4.7755], [-0.0641, -3.3671, 2.6905], [-0.5437, 0.5083, 5.6912], [-2.2181, 1.0946, 5.4128], [-0.9788, 1.2078, 4.1335], [0.0902, -1.0186, 3.4957], [-0.0194, -1.6077, 5.1051], [-1.9748, -2.6813, 3.1056], [-0.2429, -4.2566, 5.0738], [-1.8343, -4.7041, 4.4715], [-1.7653, -3.3335, 5.5545], [0.8850, -3.4330, 3.0442], [-0.0210, -2.8333, 1.8339], [1.4730, -1.0116, 0.6159], [0.7013, 0.1269, 0.3457], [0.3381, 0.2162, -1.0290], [-0.3694, 1.5571, -1.2456], [-1.4485, 1.7772, -0.1859], [-0.9482, 1.7340, -2.5825], [2.5233, -0.9226, 0.3309], [1.0726, -1.9538, 0.2219], [1.4350, -1.2159, 1.6887], [1.2765, 0.1143, -1.5835], [-0.3781, -0.5545, -1.3341], [0.3267, 2.3801, -1.0577], [-2.2559, 1.0392, -0.2450], [-1.9726, 2.7269, -0.3163], [-0.9504, 1.7195, 0.7810], [-1.6391, 0.9908, -2.6933], [-0.2497, 1.4100, -3.2556], [6.4855, -3.1910, 2.4821], [6.9066, -2.2003, 3.3646], [6.6099, -0.8702, 3.0830], [5.9900, -0.5115, 1.8874], [5.5023, -1.5271, 1.0723], [5.6788, -2.8511, 1.4062], [6.5897, -4.2302, 2.7748], [7.3966, -2.4517, 4.2957], [7.0326, -0.1989, 3.8226], [5.9130, 0.5132, 1.5527], [4.9282, -1.3205, 0.1748], [5.3060, -3.6811, 0.8167]], "mulliken_charge": [-0.6955, 1.2171, -0.1749, -0.6647, -0.5961, -0.5920, -0.5576, -0.6782, 0.8018, 0.5026, 0.4455, 0.3818, 0.4905, 0.1839, -0.6153, 1.0472, -0.6231, -0.3388, -0.4464, -0.7688, -0.1874, -0.2320, -0.4341, 0.4660, 0.5461, 0.6232, 0.3907, 0.5181, -0.5300, 0.9574, -0.6382, -0.4746, -0.1244, -0.5587, -0.6964, -0.1997, -0.5049, 0.5802, 0.3608, 0.4669, 0.6164, 0.6568, -0.5229, 1.1155, -0.6524, -0.0309, -0.6442, -0.6543, -0.5114, 0.0426, -0.1971, 0.5186, 0.4287, 0.4157, 0.3338, 0.3817, -0.6267, 1.0885, -0.5952, -0.0243, -0.5304, -0.7387, -0.2853, -0.3182, -0.2395, 0.4512, 0.3520, 0.4312, 0.4492, 0.5403, -0.7679, -0.2721, -0.4787, 0.6802, -1.1749, 0.0010, 0.2563, 0.3256, 0.2575, 0.0054, 0.4186, -0.1370, 0.4234, 0.0930, 0.2843, 0.2506, -0.1376, -0.8272, -0.3240, -0.7292, 0.7060, -1.5587, 0.3237, 0.2895, 0.2533, 0.3576, 0.0905, 0.6426, 0.0275, 0.5233, 0.2460, 0.1972, -0.7051, 0.3846, -0.5558, -0.4266, 0.0351, 0.4091, -1.4525, -0.1838, 0.1307, 0.3334, 0.1948, -0.0621, 0.1671, 0.4174, 0.3268, 0.4095, 0.3158, -0.3111, 0.3623, -0.2605, -0.5060, 0.7900, 0.3523, -1.1703, -0.8695, 0.3793, -0.1023, 0.2514, -0.5612, -0.1103, 0.4269, 0.4472, 0.1126, 0.2261, 0.4116, 0.2328, -0.8000, -0.1059, -0.7843, 2.4597, -1.3542, -0.3234, 0.3875, 0.2445, 0.1512, 0.5397, 0.2061, -1.4674, 0.2404, 0.3427, 0.3444, 0.3098, -0.3605, 0.4043, -0.3940, 0.5671, 0.6993, -1.0648, -0.0211, 0.1636, -0.2970, -0.0841, 0.5929, -0.4267, -0.8934, -0.3959, 0.3076, 0.5324, 0.2437, 0.0346, -0.6089, -0.3688, -0.3995, -0.8187, 0.3444, -0.3148, 0.3810, 0.5032, 0.3839, 0.4807, 0.0288, 0.4061], "lumo_energy_ev": -0.726, "smiles": "O=[N+]([O-])c1ccccc1.O=[N+]([O-])c1ccccc1.O=[N+]([O-])c1ccccc1.O=[N+]([O-])c1ccccc1.O=[N+]([O-])c1ccccc1.COC[C@H](C)N.COC[C@H](C)N.COC[C@H](C)N.COC[C@H](C)N.COC[C@H](C)N.COC[C@H](C)N.c1ccccc1", "homo_energy_ev": -8.90, "total_charge": 0}

---

B:
{"formula": "C60H97N11O16", "method": "wB97M-V/def2-TZVPD", "elements": ["O", "N", "O", "C", "C", "C", "C", "C", "C", "H", "H", "H", "H", "H", "O", "N", "O", "C", "C", "C", "C", "C", "C", "H", "H", "H", "H", "H", "O", "N", "O", "C", "C", "C", "C", "C", "C", "H", "H", "H", "H", "H", "O", "N", "O", "C", "C", "C", "C", "C", "C", "H", "H", "H", "H", "H", "O", "N", "O", "C", "C", "C", "C", "C", "C", "H", "H", "H", "H", "H", "C", "O", "C", "C", "C", "N", "H", "H", "H", "H", "H", "H", "H", "H", "H", "H", "H", "C", "O", "C", "C", "C", "N", "H", "H", "H", "H", "H", "H", "H", "H", "H", "H", "H", "C", "O", "C", "C", "C", "N", "H", "H", "H", "H", "H", "H", "H", "H", "H", "H", "H", "C", "O", "C", "C", "C", "N", "H", "H", "H", "H", "H", "H", "H", "H", "H", "H", "H", "C", "O", "C", "C", "C", "N", "H", "H", "H", "H", "H", "H", "H", "H", "H", "H", "H", "C", "O", "C", "C", "C", "N", "H", "H", "H", "H", "H", "H", "H", "H", "H", "H", "H", "C", "C", "C", "C", "C", "C", "H", "H", "H", "H", "H", "H"], "coordinates": [[1.8588, -5.2206, 7.6626], [0.6638, -5.5527, 7.3879], [0.0560, -5.1437, 6.4025], [-0.0092, -6.3059, 8.4316], [-1.3939, -6.4109, 8.4697], [-2.0380, -7.1844, 9.4725], [-1.2411, -7.8985, 10.4333], [0.1071, -7.8517, 10.3506], [0.6974, -7.0418, 9.3846], [-1.9421, -5.8878, 7.7002], [-3.1157, -7.1380, 9.4198], [-1.6178, -8.5451, 11.2121], [0.6138, -8.4130, 11.1216], [1.7702, -7.0548, 9.2610], [0.8263, 1.1897, 8.3239], [0.0478, 0.3812, 8.7860], [0.3262, -0.4321, 9.7053], [-1.4163, 0.5051, 8.3768], [-1.7475, 1.2731, 7.2225], [-3.1064, 1.4262, 6.8567], [-4.1754, 0.8632, 7.5832], [-3.8561, 0.1355, 8.7546], [-2.4590, 0.0086, 9.1217], [-0.9887, 1.7233, 6.5997], [-3.3682, 2.0049, 5.9832], [-5.2234, 1.0116, 7.3684], [-4.7079, -0.0534, 9.3911], [-2.2653, -0.3598, 10.1183], [-6.4952, -4.5032, 0.3839], [-7.2698, -3.8610, 1.1871], [-6.9698, -3.6908, 2.3474], [-8.4672, -3.1172, 0.6365], [-8.5097, -2.7795, -0.7708], [-9.5515, -2.0712, -1.3437], [-10.6697, -1.8022, -0.5792], [-10.6999, -2.1461, 0.7976], [-9.6395, -2.8123, 1.3775], [-7.7374, -3.0729, -1.4664], [-9.5695, -1.8412, -2.3987], [-11.4973, -1.2911, -1.0484], [-11.5311, -1.9110, 1.4458], [-9.7228, -3.0340, 2.4312], [1.9499, -11.7435, -1.0494], [2.7512, -12.1328, -0.2601], [3.2489, -13.2648, -0.2607], [3.2425, -11.1215, 0.6768], [4.3616, -11.3592, 1.4855], [4.7426, -10.4993, 2.4609], [4.0892, -9.2996, 2.5338], [3.0556, -8.9239, 1.7553], [2.5414, -9.8904, 0.9266], [5.0280, -12.1900, 1.3065], [5.6878, -10.6785, 2.9516], [4.5111, -8.6785, 3.3101], [2.6293, -7.9317, 1.7609], [1.7291, -9.4799, 0.3452], [1.2710, -5.6287, -5.5085], [2.3744, -6.0787, -5.8307], [3.0106, -6.8704, -5.1318], [3.0452, -5.5203, -6.9950], [2.2752, -4.9371, -8.0173], [2.8648, -4.3877, -9.1380], [4.2274, -4.3117, -9.2132], [5.0376, -4.8653, -8.2334], [4.4484, -5.6193, -7.1911], [1.1979, -4.9332, -7.9414], [2.2318, -3.9844, -9.9146], [4.5984, -3.8856, -10.1337], [6.1150, -4.8299, -8.2985], [5.1191, -6.0607, -6.4688], [9.3623, -0.0261, -0.4480], [8.3500, -0.9111, -0.9600], [8.4537, -2.1754, -0.2757], [7.2463, -2.9716, -0.6565], [7.3290, -4.4773, -0.1557], [7.2731, -3.0429, -2.0924], [9.3315, 0.1537, 0.6266], [9.1452, 0.9181, -0.9475], [10.3209, -0.4611, -0.7305], [9.4121, -2.6635, -0.4521], [8.5093, -1.9834, 0.7958], [6.2619, -2.5268, -0.5116], [8.3239, -4.9221, -0.1733], [6.6213, -5.1695, -0.6120], [7.2450, -4.4911, 0.9310], [6.5217, -3.6034, -2.4683], [7.3364, -2.0724, -2.3650], [2.9987, 1.4457, -5.8312], [3.7590, 2.6369, -5.4841], [3.0759, 3.8310, -6.0359], [3.9095, 5.1181, -5.9251], [4.5574, 5.3015, -4.5412], [2.9931, 6.2076, -6.0948], [2.9564, 1.2339, -6.8996], [1.9656, 1.4412, -5.4837], [3.5959, 0.6369, -5.4100], [2.7471, 3.6288, -7.0553], [2.2002, 3.9126, -5.3920], [4.6633, 5.0582, -6.7102], [4.9240, 6.3177, -4.3956], [5.3827, 4.6082, -4.3787], [3.8316, 5.1820, -3.7368], [2.2310, 6.2651, -5.4345], [2.4912, 5.9972, -6.9456], [0.3392, 8.9378, -2.0850], [1.4487, 9.6629, -1.5887], [1.8986, 10.7488, -2.3969], [3.3288, 11.0787, -1.8724], [3.3658, 11.6609, -0.4829], [3.9685, 12.0483, -2.6996], [-0.6080, 9.3014, -1.6868], [0.5010, 7.8995, -1.7954], [0.1787, 8.9434, -3.1631], [1.9601, 10.6729, -3.4826], [1.1725, 11.5309, -2.1751], [3.9184, 10.1665, -1.7810], [2.6562, 12.4730, -0.3246], [4.2953, 12.1279, -0.1572], [3.0734, 10.9206, 0.2618], [4.2193, 11.5598, -3.5473], [4.8595, 12.2825, -2.2857], [-4.2775, -0.3188, -5.4110], [-5.0517, 0.7199, -6.0688], [-6.0452, 0.2249, -7.0492], [-6.5702, 1.1604, -8.1908], [-7.2142, 2.4565, -7.6831], [-7.4545, 0.5223, -9.1048], [-4.0737, -1.0495, -6.1938], [-4.8911, -0.7441, -4.6168], [-3.3492, 0.1396, -5.0702], [-5.6657, -0.6761, -7.5312], [-6.8712, -0.1588, -6.4503], [-5.6867, 1.4941, -8.7349], [-6.6512, 2.8109, -6.8197], [-8.2354, 2.3159, -7.3290], [-7.1185, 3.2921, -8.3765], [-6.9753, -0.2399, -9.5626], [-7.8208, 1.1430, -9.8123], [-7.0394, 2.7810, 0.8864], [-7.3641, 3.7454, 1.8814], [-8.6824, 3.6733, 2.3397], [-8.8686, 4.9107, 3.1946], [-8.0433, 4.8563, 4.3943], [-10.2424, 5.0782, 3.5389], [-6.0683, 2.9724, 0.4300], [-7.6069, 3.0031, -0.0173], [-7.0929, 1.7663, 1.2811], [-9.3525, 3.8731, 1.5037], [-8.9862, 2.7734, 2.8745], [-8.5099, 5.7521, 2.6017], [-8.2874, 3.9458, 4.9416], [-8.1826, 5.7377, 5.0203], [-7.0180, 4.8907, 4.0260], [-10.7411, 5.0703, 2.6606], [-10.4547, 4.2434, 4.0664], [3.8479, 1.3942, 3.5476], [4.9986, 2.1178, 4.1281], [5.3878, 3.2935, 3.3677], [4.4442, 4.4969, 3.4252], [5.1981, 5.8463, 3.1401], [3.8578, 4.4877, 4.7340], [3.5676, 0.4844, 4.0784], [4.3109, 1.1484, 2.5919], [2.9049, 1.9407, 3.5515], [6.2729, 3.6473, 3.8965], [5.6046, 3.0347, 2.3313], [3.7600, 4.4221, 2.5800], [4.6267, 6.7098, 3.4807], [5.2446, 6.0723, 2.0748], [6.1038, 6.0627, 3.7066], [4.0039, 3.5331, 5.0297], [4.3633, 5.1461, 5.3095], [0.9381, -2.1231, -0.3077], [1.1405, -0.8175, -0.7313], [0.3197, 0.2013, -0.2972], [-0.7722, -0.1086, 0.5279], [-1.0202, -1.4588, 0.8929], [-0.1679, -2.4635, 0.4560], [1.5703, -2.8941, -0.7227], [1.9649, -0.4781, -1.3409], [0.4909, 1.2551, -0.4603], [-1.3635, 0.7014, 0.9287], [-1.8917, -1.7406, 1.4651], [-0.4653, -3.4771, 0.6810]], "mulliken_charge": [-0.5329, 0.8660, -0.5534, 0.0616, -0.2208, -0.5404, -0.2863, -0.5197, -0.1515, 0.4222, 0.3543, 0.3586, 0.3622, 0.3793, -0.5230, 0.8980, -0.5545, 0.1370, -0.3855, -0.4439, -0.3571, -0.4558, -0.2305, 0.4340, 0.3733, 0.3900, 0.3466, 0.3706, -0.5351, 0.8283, -0.4993, 0.0517, -0.1154, -0.5515, -0.3173, -0.4943, -0.3028, 0.4015, 0.4137, 0.3666, 0.3726, 0.3824, -0.5492, 0.9466, -0.5904, -0.0001, -0.1088, -0.6359, -0.1133, -0.6101, -0.1483, 0.3667, 0.3358, 0.3310, 0.4237, 0.3531, -0.5489, 0.9010, -0.5678, 0.1630, -0.2599, -0.4519, -0.2908, -0.4888, -0.3388, 0.3844, 0.3630, 0.3468, 0.3711, 0.4174, -0.7644, -0.3128, -0.7426, 0.5299, -1.4035, -0.7449, 0.2952, 0.2437, 0.3191, 0.3893, 0.4118, 0.2781, 0.3342, 0.3402, 0.3652, 0.2117, 0.2499, -0.7587, -0.3084, -0.7440, 0.5302, -1.3755, -0.7340, 0.3178, 0.2932, 0.2611, 0.3621, 0.3054, 0.2822, 0.3990, 0.3236, 0.3033, 0.2670, 0.2756, -0.7916, -0.2676, -0.5692, 0.6612, -1.5224, -0.7681, 0.2841, 0.2511, 0.3129, 0.3390, 0.2938, 0.1804, 0.3397, 0.3916, 0.3254, 0.2701, 0.2692, -0.5971, -0.3268, -0.7534, 0.7013, -1.4270, -0.7179, 0.3049, 0.2307, 0.2133, 0.3173, 0.3532, 0.1709, 0.3256, 0.3684, 0.3672, 0.2198, 0.2497, -0.8140, -0.3043, -0.5793, 0.2964, -1.4187, -0.7086, 0.2935, 0.3168, 0.2980, 0.3600, 0.3335, 0.3211, 0.3104, 0.3715, 0.3328, 0.2990, 0.2904, -0.6596, -0.4491, -0.5748, 0.4024, -1.5898, -0.6755, 0.2804, 0.2970, 0.2588, 0.3388, 0.3671, 0.1880, 0.4489, 0.3876, 0.3838, 0.3484, 0.2472, -0.4024, -0.3783, -0.4029, -0.3601, -0.3362, -0.3759, 0.3691, 0.3848, 0.3836, 0.3694, 0.3792, 0.3720], "lumo_energy_ev": -0.816, "smiles": "O=[N+]([O-])c1ccccc1.O=[N+]([O-])c1ccccc1.O=[N+]([O-])c1ccccc1.O=[N+]([O-])c1ccccc1.O=[N+]([O-])c1ccccc1.COC[C@H](C)N.COC[C@H](C)N.COC[C@H](C)N.COC[C@H](C)N.COC[C@H](C)N.COC[C@H](C)N.c1ccccc1", "homo_energy_ev": -8.69, "total_charge": 0}

---

Which one sits at the bottom of the stability order? B does.